# 1
A 13-piece molecular cluster, C18H62O13 overall, computed with ωB97M-V/def2-TZVPD.

```
93
Properties=species:S:1:pos:R:3
O -13.46 28.17 28.81
H -13.52 27.43 29.42
H -12.60 28.56 28.98
O -15.04 26.20 33.38
H -15.53 25.48 33.77
H -14.62 26.63 34.12
O -18.79 24.82 32.00
H -18.91 24.72 31.06
H -19.64 25.09 32.33
O -15.17 29.16 33.07
H -14.93 28.84 32.19
H -15.55 28.40 33.51
O -14.64 27.54 26.51
H -14.10 27.73 27.28
H -14.63 26.58 26.45
O -17.25 24.41 34.12
H -17.73 24.63 33.32
H -17.90 24.45 34.82
O -11.18 26.90 32.17
H -10.50 26.29 32.47
H -11.66 26.41 31.51
C -12.48 23.55 33.10
C -11.54 22.53 33.73
C -10.72 21.79 32.74
O -10.60 23.15 34.56
H -11.99 24.26 32.45
H -12.91 24.16 33.90
H -13.37 23.09 32.66
H -12.15 21.85 34.32
H -10.03 21.10 33.23
H -10.14 22.50 32.14
H -11.44 21.26 32.12
H -10.25 22.40 35.06
C -14.15 17.94 31.13
C -13.83 19.43 31.62
C -14.79 20.46 30.98
O -14.04 19.53 33.04
H -15.08 17.52 31.50
H -13.33 17.33 31.51
H -14.16 17.92 30.04
H -12.82 19.63 31.27
H -14.55 21.50 31.20
H -15.82 20.32 31.32
H -14.81 20.34 29.90
H -13.42 18.94 33.48
C -18.79 29.30 25.87
C -18.88 27.77 25.67
C -19.40 27.13 26.94
O -19.77 27.41 24.72
H -17.84 29.56 26.32
H -19.61 29.78 26.40
H -18.70 29.62 24.83
H -17.92 27.32 25.40
H -20.31 27.57 27.32
H -18.67 27.20 27.75
H -19.80 26.12 26.83
H -19.34 27.19 23.89
C -19.45 31.36 28.94
C -19.62 29.91 29.40
C -18.32 29.46 30.05
O -20.71 29.80 30.34
H -18.78 31.50 28.10
H -19.19 32.03 29.76
H -20.42 31.77 28.66
H -19.87 29.24 28.58
H -17.92 30.12 30.82
H -17.46 29.25 29.40
H -18.43 28.53 30.61
H -20.35 29.74 31.23
C -16.27 24.03 25.14
C -15.57 24.29 26.47
C -15.58 23.05 27.42
O -14.21 24.62 26.25
H -16.16 22.97 24.90
H -15.95 24.57 24.24
H -17.33 24.24 25.24
H -16.11 25.14 26.89
H -14.93 23.05 28.29
H -15.29 22.17 26.85
H -16.61 22.90 27.76
H -13.78 23.85 25.87
C -15.16 24.20 30.56
C -14.93 25.64 30.01
C -16.09 26.59 30.15
O -13.85 26.14 30.84
H -15.31 24.22 31.64
H -14.22 23.68 30.43
H -15.98 23.72 30.02
H -14.57 25.57 28.99
H -15.87 27.57 29.72
H -16.40 26.81 31.17
H -16.95 26.15 29.64
H -14.21 26.08 31.72
```

Computed properties:
HOMO	-9.933	eV
energy above the lowest of the compared OMol25 structures with the same formula, charge and spin	1.739	eV
multiplicity	1
frontier orbital gap	9.85	eV

---

# 2
C18H64FeN2O16 as an isolated structure, computed with ωB97M-V/def2-TZVPD.

```
101
Properties=species:S:1:pos:R:3
Fe 0.20 -0.17 0.13
C -0.41 0.39 -3.70
C -1.10 -0.95 -3.55
C -0.92 -1.72 -4.85
C -1.23 -3.19 -4.81
C -0.52 -3.83 -3.64
C -0.80 -3.13 -2.34
N -0.46 -1.66 -2.43
O -0.72 -0.97 -1.29
C 0.19 -3.64 -1.32
C -2.26 -3.39 -1.85
C -2.56 -0.60 -3.30
H 0.70 0.26 -3.79
H -0.74 0.99 -2.83
H -0.79 0.82 -4.64
H 0.11 -1.58 -5.19
H -1.50 -1.12 -5.54
H -0.85 -3.64 -5.76
H -2.29 -3.44 -4.76
H 0.54 -3.87 -3.94
H -0.80 -4.92 -3.61
H -0.10 -3.28 -0.30
H 1.19 -3.25 -1.56
H 0.22 -4.73 -1.29
H -2.95 -3.36 -2.64
H -2.54 -2.86 -0.95
H -2.29 -4.46 -1.63
H -2.86 -0.16 -4.27
H -2.66 0.19 -2.60
H -3.30 -1.35 -3.16
C -0.18 4.15 -1.30
C 0.35 3.76 0.03
C 0.43 4.87 1.11
C -0.96 5.21 1.63
C -1.62 4.08 2.35
C -1.73 2.86 1.40
N -0.40 2.62 0.73
O -0.62 1.55 -0.22
C -2.81 3.12 0.34
C -2.29 1.64 2.04
C 1.78 3.31 -0.31
H 0.56 4.40 -2.06
H -0.81 5.03 -1.31
H -0.69 3.27 -1.75
H 0.96 5.76 0.74
H 1.01 4.51 1.94
H -1.57 5.47 0.77
H -0.86 6.14 2.16
H -2.64 4.40 2.59
H -1.10 3.87 3.27
H -2.64 3.85 -0.42
H -3.80 3.30 0.78
H -3.00 2.19 -0.24
H -2.65 0.97 1.25
H -3.13 1.95 2.66
H -1.54 1.16 2.71
H 1.85 2.48 -1.02
H 2.08 2.82 0.63
H 2.29 4.22 -0.56
O 4.36 -1.98 1.27
H 5.22 -2.37 1.00
H 4.47 -1.04 1.56
O 1.66 -1.66 0.86
H 1.39 -2.46 1.34
H 2.61 -1.79 0.71
O 1.65 1.37 4.38
H 1.52 2.30 4.57
H 2.43 1.13 4.95
O 2.35 -1.19 -3.06
H 2.98 -1.88 -3.20
H 1.45 -1.60 -2.89
O 3.12 -3.50 3.52
H 3.64 -2.75 3.27
H 3.67 -4.10 4.10
O -0.87 -1.32 1.73
H -0.45 -2.18 1.98
H -1.81 -1.62 1.76
O 3.95 0.67 2.24
H 3.10 1.09 2.26
H 4.52 1.48 2.15
O 5.61 2.90 1.76
H 5.37 3.76 1.30
H 6.34 2.51 1.25
O 0.45 -3.77 2.53
H -0.04 -4.60 2.50
H 1.29 -3.89 3.01
O 2.17 0.12 -0.82
H 2.42 -0.37 -1.66
H 2.90 0.36 -0.26
O -3.59 -1.00 -0.25
H -3.61 -0.08 -0.56
H -2.90 -1.32 -0.85
O -1.64 -2.27 4.75
H -0.87 -2.72 5.14
H -2.04 -1.71 5.44
O -3.06 -2.76 2.31
H -3.99 -2.68 2.19
H -2.79 -2.86 3.23
O 1.02 0.96 1.77
H 0.94 0.62 2.67
H 0.31 1.87 1.52
```

Computed properties:
HOMO (spin up / spin down)	-10.294 / -10.168	eV
⟨S²⟩	8.760
energy above the lowest of the compared OMol25 structures with the same formula, charge and spin	0.000	eV
multiplicity	6
frontier orbital gap (spin up / spin down)	8.17 / 7.34	eV
net charge	+1

---

# 3
A 14-piece molecular cluster, C18H64N10O14 overall, computed with ωB97M-V/def2-TZVPD.

```
106
Properties=species:S:1:pos:R:3
C -2.36 -0.43 2.19
C -2.96 0.50 3.26
O -2.18 0.31 4.27
H -2.85 -0.35 1.22
H -2.37 -1.46 2.50
H -1.33 -0.30 2.05
H -3.90 0.03 3.48
H -2.98 1.54 3.00
H -1.44 0.98 4.23
C -3.30 0.60 -2.95
C -3.29 0.02 -1.52
O -4.52 -0.69 -1.25
H -3.86 1.51 -3.06
H -3.61 -0.09 -3.69
H -2.20 0.84 -3.14
H -3.18 0.88 -0.87
H -2.41 -0.65 -1.43
H -5.05 -0.78 -2.06
C -2.85 -4.83 2.26
C -1.33 -4.74 2.37
O -0.99 -4.26 3.69
H -3.16 -5.36 1.41
H -3.32 -3.81 2.22
H -3.37 -5.26 3.10
H -0.91 -4.18 1.56
H -0.89 -5.72 2.30
H -0.03 -4.49 3.90
C 4.67 0.86 -1.70
C 3.73 0.16 -0.78
O 3.08 -0.94 -1.44
H 4.13 1.20 -2.60
H 5.39 0.14 -2.11
H 5.20 1.70 -1.26
H 2.99 0.92 -0.38
H 4.20 -0.28 0.07
H 2.27 -1.17 -1.01
C -1.60 2.98 0.75
O -0.87 2.87 -0.42
N -2.80 3.36 0.69
N -1.14 2.91 1.98
H -3.14 3.61 -0.23
H -3.54 3.27 1.45
H -0.18 2.55 2.06
H -1.61 3.23 2.83
C -0.71 -2.13 -3.50
O 0.04 -3.04 -2.68
N -1.90 -2.44 -3.98
N -0.22 -0.97 -3.91
H -2.32 -3.33 -3.67
H -2.42 -1.95 -4.72
H 0.80 -0.87 -3.83
H -0.62 -0.32 -4.63
C 1.80 3.12 -2.99
O 2.52 3.71 -4.03
N 1.61 3.79 -1.83
N 1.31 1.89 -3.12
H 2.12 4.69 -1.63
H 0.98 3.41 -1.12
H 1.51 1.52 -4.03
H 0.96 1.20 -2.45
C 0.35 -0.24 -0.40
O 0.55 0.53 0.68
N 0.62 -1.53 -0.45
N -0.06 0.25 -1.47
H 0.76 -2.02 0.47
H 0.50 -2.14 -1.24
H -0.49 1.16 -1.33
H -0.27 -0.24 -2.32
C 1.29 2.05 3.96
O 0.08 1.50 4.36
N 2.02 2.65 4.81
N 1.73 1.99 2.72
H 1.68 2.74 5.75
H 2.83 3.19 4.58
H 1.23 1.48 1.97
H 2.69 2.22 2.49
C 3.35 3.29 0.73
O 4.08 2.45 1.62
H 3.17 4.10 1.39
H 2.40 2.81 0.46
H 3.93 3.64 -0.15
H 4.99 2.64 1.47
C 1.37 -1.50 2.77
O 1.28 -2.71 2.06
H 0.32 -1.23 2.86
H 1.91 -0.67 2.21
H 1.72 -1.68 3.75
H 1.91 -3.31 2.43
C -3.24 -3.31 -0.62
O -1.82 -3.38 -0.56
H -3.48 -2.83 -1.58
H -3.61 -2.61 0.14
H -3.73 -4.22 -0.70
H -1.42 -2.74 0.07
C 4.04 -2.83 0.60
O 4.87 -3.63 1.39
H 3.84 -1.96 1.19
H 3.21 -3.39 0.27
H 4.63 -2.41 -0.27
H 5.55 -4.02 0.85
C -1.38 3.43 -3.66
O -2.59 3.30 -4.30
H -1.43 2.75 -2.80
H -1.19 4.33 -3.14
H -0.48 3.24 -4.30
H -3.30 3.39 -3.61
```

Computed properties:
HOMO	-8.478	eV
energy above the lowest of the compared OMol25 structures with the same formula, charge and spin	1.339	eV
multiplicity	1
frontier orbital gap	8.48	eV

---

# 4
A 14-piece molecular cluster, C18H64N8O14 overall, computed with ωB97M-V/def2-TZVPD.

```
104
Properties=species:S:1:pos:R:3
C 2.50 2.68 0.23
C 3.08 3.85 -0.61
O 2.11 4.46 -1.42
H 3.21 2.27 0.87
H 2.15 1.85 -0.37
H 1.57 2.99 0.79
H 3.90 3.44 -1.20
H 3.53 4.67 -0.03
H 2.54 5.29 -1.67
C 3.08 -0.83 -2.42
C 3.86 -0.26 -1.24
O 5.15 -0.62 -1.32
H 2.02 -0.55 -2.19
H 2.89 -1.91 -2.53
H 3.32 -0.42 -3.36
H 3.38 -0.63 -0.38
H 3.84 0.82 -1.29
H 5.20 -1.62 -1.35
C -0.31 -0.02 -0.74
C -0.44 0.51 0.76
O -1.40 1.49 0.90
H -1.33 -0.17 -1.05
H 0.38 -0.91 -0.78
H 0.07 0.75 -1.45
H 0.61 0.79 0.94
H -0.81 -0.32 1.35
H -1.63 1.56 1.83
C -0.91 -3.79 1.05
C -1.46 -3.12 2.30
O -2.81 -2.59 1.87
H -0.69 -3.10 0.23
H -1.67 -4.45 0.58
H 0.03 -4.28 1.28
H -0.63 -2.42 2.71
H -1.60 -3.79 3.17
H -3.29 -2.19 2.57
C -0.88 2.46 3.56
O 0.40 2.30 3.10
N -1.15 1.98 4.75
N -1.91 3.08 3.03
H -0.33 1.52 5.16
H -2.04 2.06 5.27
H -1.81 3.61 2.10
H -2.88 3.01 3.38
C -3.49 -2.23 -1.56
O -2.11 -2.37 -1.77
N -4.13 -1.70 -0.60
N -4.35 -2.63 -2.50
H -3.56 -1.90 0.25
H -5.14 -1.60 -0.44
H -3.91 -2.83 -3.36
H -5.28 -2.43 -2.47
C 0.90 -4.00 -2.52
O 1.41 -3.46 -1.37
N 1.62 -4.64 -3.40
N -0.29 -3.99 -2.91
H 2.54 -5.08 -3.30
H 1.18 -4.94 -4.26
H -1.01 -3.33 -2.40
H -0.67 -4.52 -3.76
C 4.10 1.02 3.31
O 4.28 0.36 2.10
N 2.91 1.35 3.76
N 5.04 1.45 4.08
H 2.08 1.41 3.04
H 2.67 1.72 4.66
H 6.00 1.09 3.94
H 4.87 1.93 5.04
C 2.31 -2.05 1.58
O 1.84 -0.92 2.31
H 3.41 -1.97 1.37
H 1.74 -2.17 0.66
H 2.16 -3.05 2.12
H 2.56 -0.64 2.89
C 0.01 -0.70 -4.13
O -0.61 -0.88 -5.39
H -0.67 0.13 -3.73
H 1.04 -0.49 -4.24
H -0.18 -1.48 -3.40
H -0.31 -1.69 -5.72
C -1.84 3.16 -2.24
O -2.66 2.86 -1.14
H -2.17 3.96 -2.88
H -1.65 2.22 -2.78
H -0.88 3.50 -1.80
H -2.30 2.18 -0.58
C -4.89 1.42 0.61
O -4.88 0.97 -0.71
H -4.78 0.60 1.36
H -5.90 1.76 0.89
H -4.18 2.22 0.88
H -4.39 0.10 -0.80
C 2.29 2.52 -3.76
O 0.99 2.32 -3.20
H 2.97 2.15 -3.04
H 2.51 3.56 -3.91
H 2.27 1.95 -4.68
H 0.94 2.73 -2.33
C -3.00 -0.21 3.78
O -3.66 -1.37 4.21
H -3.15 -0.03 2.73
H -1.92 -0.27 3.75
H -3.36 0.61 4.29
H -4.17 -1.05 5.05
```

Computed properties:
HOMO	-8.513	eV
energy above the lowest of the compared OMol25 structures with the same formula, charge and spin	1.931	eV
multiplicity	1
frontier orbital gap	8.20	eV

---

How do the records compare in maximum force? In the order shown, they have 3.6; 2.7; 8.5; 9.1 eV/Å.
How do the records compare in E_tot? In the order shown, they have -1701.05806; -3301.08220; -2324.94993; -2215.34901 Ha.